No. 1
170
Properties=species:S:1:pos:R:3 method="wB97M-V/def2-TZVPD" charge=+1 total_energy_ev=-889485.2084 orbital_gap_ev=8.8
C 1.489 -2.749 -0.039
O 1.207 -2.837 -1.432
C -0.192 -2.970 -1.713
C -0.390 -2.457 -3.126
C -1.756 -1.804 -3.423
C -2.236 -0.697 -2.493
N -1.955 0.727 -2.922
C -2.119 0.915 -4.382
C -3.466 0.580 -5.052
O -3.909 1.386 -5.853
Cl -4.446 -0.895 -4.828
C -0.472 0.850 -2.529
C 0.558 1.412 -3.522
C 1.895 0.633 -3.354
C 3.054 1.582 -3.736
S 4.401 0.700 -4.490
O 4.013 0.167 -5.744
O 5.535 1.560 -4.534
O 4.766 -0.531 -3.533
C -0.374 1.502 -1.105
O -0.497 0.660 -0.015
I 1.415 2.679 -0.616
C -1.451 2.593 -1.333
C -2.604 1.756 -2.001
C -3.406 1.282 -0.743
C -4.894 0.877 -0.943
C -5.313 -0.009 0.264
S -4.979 -1.763 -0.061
B -3.557 2.938 -2.583
N -3.295 4.338 -2.214
O -4.660 2.773 -3.373
H 1.786 -1.711 0.172
H 2.386 -3.337 0.150
H 0.666 -3.063 0.599
H -0.740 -2.425 -0.936
H -0.416 -4.035 -1.626
H -0.296 -3.305 -3.803
H 0.397 -1.775 -3.438
H -2.476 -2.603 -3.331
H -1.781 -1.602 -4.489
H -3.318 -0.788 -2.428
H -1.906 -0.884 -1.482
H -1.803 1.929 -4.687
H -1.376 0.298 -4.883
H -0.038 -0.117 -2.285
H 0.728 2.483 -3.433
H 0.345 1.255 -4.580
H 1.872 -0.259 -3.972
H 2.044 0.352 -2.314
H 2.717 2.402 -4.358
H 3.433 2.011 -2.813
H 5.186 -0.196 -2.725
H 0.271 0.072 0.008
H -0.920 3.269 -1.997
H -1.727 3.183 -0.473
H -2.963 0.451 -0.197
H -3.452 2.102 -0.034
H -5.541 1.749 -0.864
H -5.073 0.367 -1.890
H -6.347 0.187 0.521
H -4.681 0.314 1.088
H -4.250 -2.128 1.008
H -3.250 4.913 -3.050
H -4.102 4.648 -1.679
H -5.023 1.878 -3.387
C 3.368 4.782 3.081
Cl 4.104 6.232 3.757
Cl 1.675 4.680 3.564
Cl 3.545 4.790 1.319
H 3.889 3.921 3.474
C 4.203 2.757 6.951
Cl 2.825 3.132 7.981
Cl 3.689 2.106 5.384
Cl 5.198 4.191 6.717
H 4.804 2.007 7.446
C 4.630 -5.498 0.750
Cl 4.414 -4.930 -0.909
Cl 6.333 -5.472 1.195
Cl 3.671 -4.546 1.897
H 4.282 -6.521 0.799
C -3.061 -3.702 3.509
Cl -2.141 -2.829 2.276
Cl -4.216 -2.639 4.304
Cl -3.877 -5.086 2.782
H -2.366 -4.068 4.253
C 0.041 2.031 -7.568
Cl 0.153 0.276 -7.363
Cl -1.402 2.656 -6.755
Cl 1.495 2.820 -6.961
H -0.047 2.245 -8.625
C -5.596 -0.937 7.932
Cl -5.820 -0.297 6.302
Cl -3.878 -1.065 8.316
Cl -6.433 0.063 9.117
H -6.022 -1.930 7.965
C -0.741 3.932 11.419
Cl -0.051 3.061 12.788
Cl -0.823 5.661 11.756
Cl 0.191 3.626 9.950
H -1.748 3.571 11.261
C -3.236 -8.869 1.322
Cl -3.091 -10.606 1.585
Cl -4.616 -8.217 2.208
Cl -1.746 -8.048 1.795
H -3.398 -8.697 0.267
C -5.057 -4.786 -2.561
Cl -4.620 -6.249 -3.440
Cl -3.650 -4.107 -1.751
Cl -5.767 -3.571 -3.628
H -5.801 -5.042 -1.819
C 0.011 7.422 -2.120
Cl 1.180 6.247 -1.509
Cl -1.149 6.643 -3.202
Cl -0.822 8.216 -0.789
H 0.551 8.174 -2.686
C -4.223 5.948 -6.347
Cl -4.977 7.419 -5.744
Cl -3.655 6.160 -8.000
Cl -2.883 5.461 -5.292
H -4.962 5.157 -6.339
C -9.449 -3.758 -2.708
Cl -8.901 -2.201 -2.077
Cl -8.463 -5.074 -2.058
Cl -11.149 -4.017 -2.339
H -9.331 -3.748 -3.783
C 7.460 -2.698 -4.058
Cl 9.206 -2.461 -3.994
Cl 7.032 -3.871 -5.303
Cl 6.841 -3.214 -2.482
H 6.998 -1.755 -4.311
C 1.030 -3.338 5.010
Cl 1.884 -2.309 3.858
Cl -0.274 -2.452 5.799
Cl 0.409 -4.785 4.205
H 1.736 -3.655 5.767
C -1.346 -11.404 4.881
Cl -2.562 -12.000 6.008
Cl -0.517 -9.992 5.539
Cl -0.187 -12.678 4.480
H -1.845 -11.104 3.970
C 2.155 10.923 -3.227
Cl 0.862 11.029 -2.026
Cl 3.686 11.461 -2.551
Cl 2.293 9.267 -3.841
H 1.903 11.570 -4.055
C 3.671 14.346 0.686
Cl 4.552 15.133 -0.626
Cl 2.665 15.510 1.548
Cl 2.698 13.014 0.062
H 4.393 13.942 1.383
C 3.333 -11.915 6.260
Cl 3.962 -12.913 7.571
Cl 2.871 -10.322 6.861
Cl 4.518 -11.772 4.960
H 2.449 -12.395 5.861
C 3.014 14.023 -6.075
Cl 2.157 15.311 -6.917
Cl 2.941 14.258 -4.326
Cl 2.359 12.442 -6.529
H 4.052 14.054 -6.376
C 5.053 -15.232 3.640
Cl 3.709 -15.221 4.788
Cl 6.517 -14.586 4.383
Cl 5.332 -16.863 3.032
H 4.789 -14.599 2.804
C 8.077 1.366 8.752
Cl 8.950 2.797 9.288
Cl 6.404 1.406 9.321
Cl 8.125 1.224 6.993
H 8.557 0.495 9.177

No. 2
109
Properties=species:S:1:pos:R:3 method="wB97M-V/def2-TZVPD" total_energy_ev=-198004.9548 orbital_gap_ev="7.7 / 7.0" spin_multiplicity=2
Rb 0.632 -0.275 0.834
C -2.540 -2.970 3.269
C -1.592 -2.072 3.994
C -1.009 -2.305 5.251
C -0.269 -1.176 5.501
N -0.425 -0.334 4.461
N -1.216 -0.890 3.515
B 0.233 1.064 4.403
N -0.391 1.991 3.335
C -1.423 2.824 3.597
C -1.630 3.611 2.491
C -0.654 3.187 1.570
C -0.426 3.689 0.182
N 0.078 2.213 2.090
N 1.761 0.837 4.248
C 2.647 0.818 5.267
C 3.830 0.298 4.799
C 3.572 0.002 3.450
C 4.525 -0.579 2.456
N 2.326 0.330 3.132
N 0.007 1.804 5.744
C 0.572 2.983 6.094
C -0.010 3.399 7.265
C -0.959 2.397 7.563
C -1.898 2.336 8.724
N -0.942 1.453 6.636
H -3.153 -3.515 3.988
H -3.197 -2.388 2.623
H -2.012 -3.706 2.660
H -1.124 -3.166 5.888
H 0.331 -0.922 6.356
H -1.949 2.809 4.537
H -2.365 4.389 2.367
H -0.371 4.778 0.172
H 0.500 3.286 -0.228
H -1.252 3.393 -0.468
H 2.394 1.161 6.255
H 4.744 0.138 5.347
H 5.313 -1.124 2.973
H 4.018 -1.266 1.778
H 4.994 0.208 1.861
H 1.336 3.439 5.484
H 0.205 4.288 7.835
H -1.715 3.172 9.398
H -2.934 2.380 8.386
H -1.771 1.404 9.275
Se 2.735 -4.331 -2.147
Se 1.949 -4.856 -0.055
C 0.065 -4.424 -0.236
C -0.816 -5.393 -0.695
C -2.175 -5.111 -0.664
C -2.591 -3.876 -0.197
C -1.624 -2.957 0.182
N -0.322 -3.227 0.181
C 3.734 -2.710 -1.791
C 5.047 -2.646 -2.242
C 5.762 -1.487 -1.992
C 5.143 -0.449 -1.314
C 3.825 -0.614 -0.919
N 3.132 -1.727 -1.144
H -0.441 -6.342 -1.049
H -2.893 -5.852 -0.990
H -3.642 -3.633 -0.122
H -1.899 -1.966 0.527
H 5.488 -3.492 -2.751
H 6.793 -1.402 -2.309
H 5.668 0.472 -1.099
H 3.299 0.177 -0.398
C -1.477 3.233 -3.723
C -0.697 2.270 -4.628
C -1.317 2.259 -6.024
C 0.744 2.806 -4.694
P -0.638 0.585 -3.712
N 0.326 0.640 -2.470
C 0.034 -0.739 -4.904
C 1.281 -0.140 -5.576
C -0.952 -1.179 -5.984
C 0.508 -1.933 -4.053
C -2.408 0.110 -3.163
C -3.517 0.364 -4.182
C -2.392 -1.382 -2.816
C -2.680 0.872 -1.851
H -1.358 4.251 -4.100
H -1.081 3.203 -2.707
H -2.544 3.024 -3.701
H -1.357 3.287 -6.393
H -2.332 1.865 -6.029
H -0.723 1.684 -6.735
H 0.719 3.896 -4.763
H 1.291 2.439 -5.559
H 1.289 2.539 -3.787
H 1.021 0.582 -6.347
H 1.843 -0.945 -6.056
H 1.933 0.331 -4.840
H -1.411 -0.332 -6.491
H -1.740 -1.820 -5.590
H -0.401 -1.755 -6.732
H 1.019 -1.587 -3.153
H 1.213 -2.532 -4.635
H -0.306 -2.591 -3.757
H -3.337 -0.168 -5.117
H -3.648 1.422 -4.400
H -4.460 -0.004 -3.768
H -2.374 -2.013 -3.703
H -3.306 -1.617 -2.266
H -1.540 -1.626 -2.180
H -3.019 1.892 -2.016
H -1.772 0.903 -1.245
H -3.457 0.358 -1.279

No. 3
115
Properties=species:S:1:pos:R:3 method="wB97M-V/def2-TZVPD" e_above_lowest_kj_mol=64.3 charge=-2 total_energy_ev=-197373.2353 orbital_gap_ev="6.4 / 6.6" spin_multiplicity=2
Y -1.401 -1.132 1.097
C 3.623 -0.490 -4.787
C 2.654 -1.654 -5.037
C 2.115 -1.524 -6.463
C 3.424 -2.979 -4.938
C 1.539 -1.629 -3.993
C 1.852 -1.718 -2.646
C 0.864 -1.698 -1.677
Se 1.461 -1.721 0.149
C 1.935 0.128 0.327
C 3.259 0.462 0.529
C 3.638 1.789 0.689
C 2.628 2.745 0.570
C 1.287 2.445 0.354
C 0.889 1.079 0.289
O -0.348 0.696 0.183
C 0.247 3.554 0.167
C -0.785 3.518 1.301
C 0.880 4.948 0.158
C -0.463 3.357 -1.183
C 5.099 2.135 0.969
C 5.537 1.477 2.286
C 5.987 1.615 -0.171
C 5.324 3.642 1.097
C -0.511 -1.604 -1.987
O -1.437 -1.610 -1.070
C -0.836 -1.502 -3.372
C 0.185 -1.519 -4.312
C -2.299 -1.348 -3.796
C -2.886 -0.069 -3.179
C -2.455 -1.230 -5.316
C -3.107 -2.574 -3.348
H 4.436 -0.502 -5.520
H 3.100 0.465 -4.862
H 4.063 -0.548 -3.790
H 2.948 -1.544 -7.171
H 1.440 -2.346 -6.712
H 1.576 -0.584 -6.601
H 4.242 -3.005 -5.665
H 3.847 -3.117 -3.942
H 2.758 -3.822 -5.133
H 2.883 -1.799 -2.321
H 3.992 -0.336 0.569
H 2.904 3.786 0.649
H -0.298 3.686 2.266
H -1.527 4.311 1.158
H -1.299 2.561 1.332
H 1.361 5.182 1.111
H 1.619 5.055 -0.640
H 0.095 5.690 -0.008
H -0.949 2.384 -1.225
H -1.217 4.137 -1.326
H 0.257 3.422 -2.004
H 5.429 0.392 2.238
H 6.584 1.706 2.504
H 4.924 1.837 3.115
H 5.899 0.534 -0.279
H 5.694 2.070 -1.119
H 7.038 1.853 0.021
H 4.736 4.066 1.914
H 6.379 3.839 1.305
H 5.059 4.166 0.176
H -0.088 -1.441 -5.354
H -2.343 0.808 -3.543
H -3.938 0.034 -3.463
H -2.825 -0.089 -2.095
H -1.936 -0.354 -5.712
H -2.086 -2.119 -5.834
H -3.517 -1.123 -5.552
H -3.046 -2.712 -2.271
H -4.158 -2.453 -3.629
H -2.725 -3.476 -3.833
C -5.615 -0.884 3.711
C -4.192 -0.461 4.055
O -4.172 0.016 5.424
P -3.069 -1.945 4.051
O -2.937 -2.222 5.599
O -3.837 -3.217 3.538
O -1.780 -1.736 3.340
P -3.570 1.001 3.054
O -4.918 1.458 2.264
O -3.216 2.029 4.084
O -2.539 0.666 2.018
H -5.930 -1.692 4.372
H -5.695 -1.246 2.687
H -6.283 -0.035 3.840
H -3.789 0.921 5.362
H -3.263 -1.411 6.047
H -3.606 -3.399 2.607
H -4.960 2.422 2.258
S 1.919 -5.750 0.577
Sb 0.465 -4.694 1.895
S -1.543 -4.176 0.954
S 0.884 -4.187 4.023
N -5.201 -0.565 -0.163
C -4.613 -1.735 0.208
O -3.711 -1.683 1.105
C -5.041 -2.941 -0.389
I -7.657 -3.142 0.836
H -5.037 0.209 0.466
H -6.131 -0.640 -0.543
H -4.568 -3.860 -0.082
H -5.586 -2.920 -1.317
N 3.647 2.194 6.692
C 2.977 1.668 5.920
C 2.142 1.011 4.948
C 2.535 -0.198 4.388
C 1.709 -0.776 3.441
N 0.561 -0.233 3.044
C 0.183 0.918 3.598
C 0.939 1.580 4.553
H 3.461 -0.675 4.677
H 1.982 -1.723 2.994
H -0.752 1.340 3.256
H 0.595 2.517 4.967